Record 1
18
Properties=species:S:1:pos:R:3:forces:R:3:lowdin_charge:R:1 method="wB97M-V/def2-TZVPD" smiles="C=C/C=C/CN.O" e_tot_ev=-8898.54516 e_homo_ev=-8.5 largest_force_ev_per_a=3.9 de_lowest_kj_mol=304.1
C 1.300 -1.136 2.216 -0.2 -0.6 -1.1 0.00
C 0.161 -0.422 2.327 2.7 0.9 2.6 -0.21
C -0.633 0.069 1.234 -0.8 -1.0 -1.3 -0.15
C -0.855 -0.651 0.107 1.7 2.1 -0.4 -0.09
C -1.372 0.028 -1.154 -0.4 0.6 0.1 -0.28
N -1.049 -0.697 -2.428 -1.1 0.2 1.7 0.00
H 1.979 -1.538 2.963 -0.6 0.7 0.7 0.05
H 1.691 -1.441 1.249 -0.5 -0.1 -0.3 0.05
H 0.163 0.116 3.332 -1.0 -0.9 -1.1 0.11
H -1.073 1.067 1.329 0.1 -0.3 0.0 0.11
H -0.300 -1.556 -0.121 -0.3 -0.4 0.7 0.10
H -0.972 1.048 -1.278 0.1 -0.4 0.3 0.09
H -2.431 0.217 -0.890 -0.1 -0.4 -1.2 0.11
H -0.231 -0.275 -2.836 0.2 0.0 0.1 0.05
H -0.795 -1.613 -2.084 0.1 -0.3 -0.7 0.04
O 1.422 1.957 -1.421 -0.3 -1.5 -0.5 -0.05
H 1.065 2.265 -0.589 0.4 0.8 -0.1 0.03
H 1.928 2.563 -1.958 -0.1 0.7 0.6 0.03



Record 2
18
Properties=species:S:1:pos:R:3:forces:R:3:lowdin_charge:R:1 method="wB97M-V/def2-TZVPD" smiles="CCCNC(C)=O" e_tot_ev=-8901.66714 e_homo_ev=-9.6 largest_force_ev_per_a=0.3 de_lowest_kj_mol=2.9
C 1.477 1.735 0.620 0.0 0.0 0.0 -0.12
C 0.528 0.854 1.426 0.0 0.0 0.1 -0.25
C -0.871 0.759 0.814 -0.1 0.1 0.1 -0.20
N -0.895 0.010 -0.432 0.0 -0.1 0.0 0.05
C -0.919 -1.353 -0.413 0.0 -0.1 0.0 -0.55
C -0.850 -2.047 -1.760 0.0 0.0 0.0 0.00
O -0.991 -1.987 0.629 0.0 0.2 -0.3 0.04
H 2.479 1.752 1.060 -0.1 0.0 -0.1 0.07
H 1.577 1.373 -0.411 0.0 0.0 0.1 0.07
H 1.115 2.770 0.578 0.0 -0.2 0.0 0.07
H 0.924 -0.165 1.513 0.0 0.1 0.0 0.11
H 0.437 1.243 2.448 0.0 0.0 -0.1 0.11
H -1.545 0.249 1.506 0.1 0.1 -0.1 0.12
H -1.275 1.760 0.619 0.1 -0.1 0.0 0.12
H -0.787 0.494 -1.308 0.0 -0.1 0.1 0.13
H 0.043 -2.677 -1.775 -0.1 0.1 0.0 0.09
H -0.820 -1.364 -2.614 0.0 -0.1 0.2 0.07
H -1.717 -2.706 -1.858 0.1 0.1 0.0 0.09



Record 3
18
Properties=species:S:1:pos:R:3:forces:R:3:lowdin_charge:R:1 method="wB97M-V/def2-TZVPD" e_tot_ev=-8893.95908 e_homo_ev=-8.1 largest_force_ev_per_a=3.4 de_lowest_kj_mol=746.6
N -0.825 0.333 -1.213 -0.1 -2.4 -1.2 0.22
C -0.107 -0.180 -0.270 -1.9 1.3 2.5 -0.38
C 1.077 -1.558 -0.353 -1.0 0.1 -0.1 0.14
C 1.425 -0.188 -0.493 2.3 -1.5 -1.2 -0.34
C 2.171 0.371 0.725 -0.7 -0.5 0.7 -0.03
C -0.847 -0.177 1.057 1.6 -0.8 0.7 -0.02
H -1.877 0.624 -0.873 -2.6 0.9 0.6 0.00
H -0.910 -0.230 -2.062 1.1 1.0 -0.8 0.15
H 0.867 -2.281 -1.144 0.5 0.6 -0.7 0.05
H 1.695 0.263 -1.455 0.1 0.1 0.1 0.14
H 3.250 0.401 0.589 -0.1 0.2 -0.7 0.09
H 2.057 -0.414 1.476 -0.2 0.4 0.4 0.08
H -0.280 -0.869 1.675 -0.1 0.3 0.4 0.08
H -1.803 -0.658 0.869 -0.2 0.4 0.0 0.09
H -0.969 0.784 1.550 -0.2 0.1 -0.2 0.10
H -3.552 1.628 -0.749 0.0 0.1 -0.2 -0.07
H 1.775 1.319 1.075 0.2 0.1 0.0 0.09
O -3.147 0.832 -0.404 1.3 -0.4 -0.2 -0.38



Record 4
18
Properties=species:S:1:pos:R:3:forces:R:3:lowdin_charge:R:1 method="wB97M-V/def2-TZVPD" smiles="C=C/C(N)=C/C.O" e_tot_ev=-8899.68669 e_homo_ev=-8.3 largest_force_ev_per_a=1.4 de_lowest_kj_mol=194.0
C -1.084 2.244 0.003 -0.1 0.0 -0.3 0.03
C -1.541 1.008 -0.154 0.2 0.0 0.5 -0.14
C -0.646 -0.189 -0.171 -0.6 -0.2 -0.3 -0.39
N 0.246 -0.270 -1.255 -0.1 0.2 -0.5 0.08
C -0.694 -1.036 0.860 0.4 0.0 -0.2 -0.13
C 0.296 -2.163 1.045 -0.1 1.1 -0.8 -0.09
H -0.045 2.487 -0.189 0.1 0.0 0.5 0.06
H -1.742 3.036 0.339 -0.1 0.1 -0.5 0.06
H -2.605 0.817 -0.084 0.0 -0.1 0.3 0.10
H 0.576 -1.172 -1.564 -0.1 -0.2 0.4 0.09
H -0.079 0.257 -2.054 0.0 0.0 0.1 0.10
H -1.355 -0.741 1.663 -0.1 -0.3 0.1 0.10
H 1.204 -1.702 1.442 0.0 -0.5 0.6 0.08
H 0.634 -2.504 0.063 -0.3 -0.4 0.1 0.06
H -0.106 -2.983 1.627 0.3 -0.1 0.2 0.07
O 2.430 1.207 -0.230 0.0 0.1 0.4 -0.09
H 1.642 0.634 -0.269 0.4 0.2 -0.3 -0.02
H 2.871 1.070 -1.072 0.0 0.0 0.0 0.03



Record 5
18
Properties=species:S:1:pos:R:3:forces:R:3:lowdin_charge:R:1 method="wB97M-V/def2-TZVPD" smiles="C=CCNC=C.O" e_tot_ev=-8899.07890 e_homo_ev=-8.6 largest_force_ev_per_a=1.1 de_lowest_kj_mol=252.6
C 1.437 -1.685 -1.460 -0.3 0.3 -0.1 0.02
C 1.141 -0.393 -1.402 -0.5 -0.4 0.3 -0.18
C -0.261 0.146 -1.336 -0.1 1.0 0.2 -0.22
N -0.607 0.723 -0.014 0.0 0.0 -0.6 -0.07
C -1.533 -0.016 0.739 0.9 -0.4 0.5 -0.24
C -1.937 0.325 1.959 -0.5 0.1 -0.5 0.00
H 2.412 -2.055 -1.735 0.2 0.0 0.5 0.05
H 0.656 -2.406 -1.235 0.0 -0.1 -0.6 0.06
H 1.883 0.393 -1.338 0.3 -0.1 -0.5 0.10
H -0.283 0.949 -2.084 -0.1 0.1 0.2 0.12
H -1.075 -0.506 -1.644 0.3 -0.6 0.0 0.11
H -0.899 1.685 -0.100 0.1 0.0 0.1 0.13
H -1.690 -1.022 0.356 -0.6 0.2 -0.2 0.11
H -1.496 1.177 2.462 -0.4 0.1 0.0 0.06
H -2.793 -0.203 2.362 0.4 -0.1 0.4 0.05
O 1.772 0.747 1.773 0.0 -0.5 0.5 -0.08
H 0.985 0.645 1.214 0.2 0.4 -0.2 -0.02
H 2.289 1.496 1.482 -0.2 0.2 -0.3 0.02



Record 6
18
Properties=species:S:1:pos:R:3:forces:R:3:lowdin_charge:R:1 method="wB97M-V/def2-TZVPD" e_tot_ev=-8899.07761 e_homo_ev=-9.5 largest_force_ev_per_a=2.9 de_lowest_kj_mol=252.8
C -0.647 -1.220 -0.634 0.3 0.2 -0.1 -0.05
C -0.028 -0.006 0.168 1.7 -1.0 1.8 -0.57
C -1.104 0.706 1.035 0.3 0.0 0.0 -0.04
C 0.984 -0.695 1.134 -0.8 -0.6 0.6 -0.11
N 1.135 0.830 -0.311 -0.2 0.9 -0.8 0.04
C 1.104 1.277 -1.482 -0.1 0.2 0.4 -0.28
O -0.030 1.188 -2.175 -1.3 -0.5 0.7 0.02
H -0.756 -2.033 0.102 0.0 0.3 -0.3 0.08
H -1.642 -1.112 -1.095 0.3 0.5 0.1 0.08
H 0.037 -1.575 -1.408 0.0 0.1 0.1 0.09
H -0.707 1.649 1.417 0.0 -0.1 0.0 0.08
H -2.093 0.916 0.595 0.5 -0.1 -0.3 0.08
H -1.294 0.046 1.893 0.0 0.2 -0.1 0.08
H 0.371 -1.379 1.694 0.3 -0.7 0.9 0.06
H 1.775 -1.211 0.563 -0.5 0.1 0.3 0.10
H 1.483 0.054 1.764 -0.4 -0.4 -0.1 0.09
H 1.996 1.770 -1.869 -0.5 0.0 -0.5 0.13
H -0.582 0.795 -1.391 0.4 0.9 -2.7 0.11



Record 7
18
Properties=species:S:1:pos:R:3:forces:R:3:lowdin_charge:R:1 method="wB97M-V/def2-TZVPD" smiles="CCCNC(C)=O" e_tot_ev=-8901.63060 e_homo_ev=-9.6 largest_force_ev_per_a=0.4 de_lowest_kj_mol=6.4
C 1.029 -1.059 2.433 0.0 -0.1 0.1 -0.12
C 0.741 -0.298 1.140 0.0 0.0 0.0 -0.26
C -0.668 -0.555 0.603 0.0 -0.1 0.1 -0.20
N -0.995 0.304 -0.525 0.0 0.1 0.0 0.04
C -0.320 0.222 -1.707 0.1 0.0 0.0 -0.55
C -0.522 1.403 -2.638 0.0 0.0 -0.1 -0.01
O 0.419 -0.709 -1.984 -0.2 0.2 0.1 0.04
H 2.069 -0.909 2.740 -0.2 0.0 0.0 0.07
H 0.380 -0.720 3.254 0.1 -0.1 -0.2 0.07
H 0.878 -2.140 2.309 0.0 0.2 0.0 0.08
H 0.866 0.781 1.304 0.0 -0.2 0.0 0.11
H 1.452 -0.593 0.360 -0.1 0.1 0.2 0.10
H -0.764 -1.603 0.294 0.0 0.2 0.0 0.13
H -1.420 -0.375 1.383 0.1 0.0 -0.1 0.12
H -1.507 1.152 -0.338 0.1 -0.1 0.0 0.13
H 0.335 2.076 -2.529 -0.1 -0.1 0.0 0.09
H -1.434 1.970 -2.429 0.1 -0.1 0.0 0.07
H -0.538 1.052 -3.671 0.0 0.0 0.1 0.08



Record 8
18
Properties=species:S:1:pos:R:3:forces:R:3:lowdin_charge:R:1 method="wB97M-V/def2-TZVPD" smiles="CC(C)CC(N)=O" e_tot_ev=-8901.42854 e_homo_ev=-9.7 largest_force_ev_per_a=2.0 de_lowest_kj_mol=25.9
C 1.275 -1.080 -0.101 -0.5 -0.1 0.6 -0.08
C 0.573 0.282 -0.154 -0.9 -0.4 -0.8 -0.41
C 1.140 1.114 -1.295 1.5 0.5 0.4 -0.10
C -0.985 0.157 -0.416 2.0 0.4 -0.4 -0.08
C -1.823 0.173 0.818 -0.6 -0.1 0.4 -0.54
N -1.444 -0.618 1.875 -1.1 0.3 -0.2 0.16
O -2.826 0.858 0.901 0.0 -0.2 -0.1 0.05
H 1.123 -1.689 -0.992 -0.1 0.2 -0.2 0.08
H 2.343 -0.982 0.071 0.1 0.1 0.0 0.08
H 0.855 -1.648 0.737 0.2 -0.2 -0.1 0.06
H 0.707 0.758 0.815 0.2 0.3 0.0 0.13
H 1.005 2.193 -1.207 -0.6 0.0 0.1 0.08
H 0.815 0.793 -2.283 -0.2 -0.1 0.0 0.08
H 2.237 1.040 -1.273 -0.1 -0.2 -0.2 0.08
H -1.234 1.019 -1.029 -0.4 0.1 0.2 0.11
H -1.100 -0.700 -1.081 -0.4 -0.3 0.4 0.13
H -2.136 -0.708 2.611 0.5 0.2 -0.1 0.11
H -0.526 -0.962 2.001 0.6 -0.4 0.0 0.06



Record 9
18
Properties=species:S:1:pos:R:3:forces:R:3:lowdin_charge:R:1 method="wB97M-V/def2-TZVPD" e_tot_ev=-8897.17669 e_homo_ev=-7.4 largest_force_ev_per_a=0.5 de_lowest_kj_mol=436.2
C -2.307 -0.327 0.949 -0.2 0.0 -0.1 -0.17
C -1.230 0.755 0.970 0.0 -0.2 0.1 -0.21
C -0.045 0.194 1.660 0.2 0.0 0.2 -0.17
N 0.008 0.133 0.189 0.0 0.1 -0.1 -0.12
C 1.055 0.868 -0.537 0.0 0.1 0.0 -0.14
C 1.498 0.120 -1.787 -0.2 0.3 -0.1 -0.25
O 2.151 -1.099 -1.491 -0.1 -0.2 0.1 -0.06
H -2.970 -0.281 0.078 0.1 0.1 0.1 0.06
H -2.936 -0.170 1.835 0.1 0.0 -0.2 0.07
H -1.936 -1.378 1.032 0.0 0.3 -0.1 0.06
H -0.284 -0.728 -0.244 0.2 -0.4 0.1 0.13
H -0.029 -0.788 2.146 -0.1 0.1 -0.1 0.11
H 0.710 0.878 2.049 -0.1 -0.1 0.0 0.10
H 0.667 1.863 -0.767 0.0 -0.1 -0.1 0.13
H 1.926 0.966 0.121 -0.2 0.0 -0.1 0.13
H 0.645 -0.032 -2.466 0.1 0.0 0.1 0.12
H 2.237 0.726 -2.318 -0.2 0.0 0.1 0.12
H 1.553 -1.658 -0.980 0.2 0.0 -0.1 0.08



Record 10
18
Properties=species:S:1:pos:R:3:forces:R:3:lowdin_charge:R:1 method="wB97M-V/def2-TZVPD" smiles="CCCNCC=O" e_tot_ev=-8899.03691 e_homo_ev=-9.7 largest_force_ev_per_a=5.9 de_lowest_kj_mol=256.7
C 1.500 -2.117 1.111 -0.4 -2.1 -2.0 -0.14
C 0.218 -1.427 1.463 -0.9 0.3 0.5 -0.29
C 0.350 0.096 1.478 0.4 -0.1 1.5 -0.31
N 0.606 0.714 0.159 0.7 2.0 2.1 -0.10
C -0.757 1.125 -0.381 0.8 -0.4 2.2 -0.20
C -0.594 1.071 -1.846 -4.6 -0.4 -3.7 -0.22
O -1.621 0.938 -2.593 3.9 0.7 2.4 -0.02
H 1.223 -3.186 0.883 0.5 0.7 0.5 0.08
H 2.177 -2.124 1.922 0.9 0.1 0.8 0.05
H 2.023 -1.826 0.172 -0.5 0.4 0.7 0.08
H -0.025 -1.694 2.530 0.0 0.0 -1.0 0.12
H -0.619 -1.819 0.827 0.6 0.6 0.4 0.11
H 1.216 0.281 2.230 -1.3 0.1 -1.3 0.14
H -0.586 0.529 1.922 0.8 -0.2 0.0 0.11
H 1.279 1.567 0.450 -2.4 -2.1 -1.5 0.16
H -1.167 2.050 0.189 0.5 -1.2 -1.5 0.15
H -1.508 0.273 -0.168 1.2 1.3 -0.1 0.15
H 0.418 0.958 -2.280 -0.3 0.3 0.3 0.12



Record 11
18
Properties=species:S:1:pos:R:3:forces:R:3:lowdin_charge:R:1 method="wB97M-V/def2-TZVPD" smiles="C=C/C(N)=C/C.O" e_tot_ev=-8897.86616 e_homo_ev=-7.9 largest_force_ev_per_a=6.2 de_lowest_kj_mol=369.7
C 1.774 1.457 0.434 -0.1 -2.5 1.1 -0.01
C 1.221 0.381 1.142 0.0 1.7 -2.6 -0.09
C 0.033 -0.391 0.411 2.1 1.9 5.6 -0.36
N 0.039 -0.453 -0.947 -1.4 -1.9 -1.8 0.07
C -0.742 -0.992 1.342 -1.2 -1.0 -0.6 -0.15
C -1.686 -2.137 1.070 -1.3 2.4 -0.8 -0.10
H 1.122 2.100 -0.160 0.3 -0.7 -0.6 0.04
H 2.873 1.499 0.273 -0.7 1.0 1.2 0.06
H 1.654 -0.017 2.112 -0.3 0.0 -1.8 0.11
H -0.365 -1.345 -1.257 -0.1 0.7 0.0 0.10
H 0.805 -0.263 -1.579 0.6 0.4 1.0 0.10
H -0.811 -0.710 2.402 1.1 0.3 -0.6 0.10
H -1.773 -2.209 0.002 -0.4 -0.4 -0.6 0.04
H -1.299 -3.035 1.422 0.6 -1.7 0.8 0.04
H -2.718 -1.960 1.476 0.9 -0.2 -0.2 0.09
O -0.202 1.948 -2.477 -4.1 0.5 0.1 -0.14
H -1.116 2.427 -2.629 2.9 -0.7 0.0 0.09
H -0.629 1.184 -2.006 1.2 0.3 -0.2 0.00



Record 12
18
Properties=species:S:1:pos:R:3:forces:R:3:lowdin_charge:R:1 method="wB97M-V/def2-TZVPD" e_tot_ev=-8898.09972 e_homo_ev=-8.5 largest_force_ev_per_a=5.1 de_lowest_kj_mol=347.1
C -0.749 0.467 1.177 2.3 0.2 -3.3 0.10
C -0.257 0.958 -1.493 -0.2 -0.1 -0.1 -0.10
C 1.657 0.859 -0.025 -0.1 0.4 0.4 -0.09
C -0.897 -1.902 0.167 0.2 0.0 -0.4 -0.02
N 0.293 0.425 -0.263 -0.9 0.9 1.5 -0.21
C -0.145 -0.867 0.975 -1.8 -1.6 4.4 -0.62
O 0.543 -1.237 1.973 0.7 -0.1 -2.4 -0.04
H -1.829 0.557 1.051 0.3 0.5 -0.6 0.11
H -0.227 1.114 1.882 -0.4 -0.3 0.0 0.11
H 2.281 0.614 -0.889 -0.2 0.0 -0.1 0.09
H -0.204 2.053 -1.496 -0.1 0.0 0.0 0.09
H -1.292 0.645 -1.619 -0.1 0.0 0.0 0.08
H 0.305 0.585 -2.355 0.1 0.0 0.1 0.09
H 2.072 0.326 0.827 -0.1 0.0 0.2 0.08
H 1.715 1.939 0.159 0.1 0.0 -0.1 0.09
H -0.225 -2.720 -0.089 0.0 0.0 0.1 0.09
H -1.330 -1.521 -0.756 0.0 0.1 0.0 0.06
H -1.711 -2.297 0.774 0.1 -0.1 0.2 0.09